ORCA calculation (ωB97M-V with the def2-TZVPD basis set) on a cluster of 2 separate species, C5H14NO2 in total at a distorted geometry.

Each line ends with the Mulliken spin population.
Atoms and positions in Å:
H1 0.911 3.078 -3.332  0.00
H2 -0.033 -1.260 2.511  -0.40
O1 1.938 2.138 -1.011  -0.02
C1 -0.229 0.230 0.401  0.41
C2 1.774 0.778 -0.998  0.12
C3 -2.287 -1.140 0.576  2.49
H3 -0.387 -1.678 -0.488  -0.41
H4 1.657 0.490 1.146  0.01
H5 1.105 3.017 -1.840  0.00
H6 -2.694 -0.276 0.065  -0.34
O2 0.502 3.504 -2.562  0.00
H7 -0.674 -2.823 2.015  -1.04
N1 1.241 0.215 0.271  -0.12
H8 -0.621 0.775 -0.458  0.03
H9 0.937 0.573 -1.688  0.00
H10 2.746 0.277 -1.122  -0.01
H11 -0.548 0.741 1.314  -0.37
H12 -2.777 -2.036 0.183  -0.65
C4 -0.746 -1.228 0.437  -1.15
H13 0.841 -2.211 1.278  0.10
C5 -0.143 -1.940 1.663  2.50
H14 -2.514 -1.223 1.640  -0.14

Cartesian forces, eV/Å:
-0.33 0.30 0.09
-0.05 0.04 -0.01
0.61 0.13 0.16
1.31 -0.79 -0.12
-0.65 1.90 1.58
0.70 -1.31 -0.26
-0.27 -0.28 -0.04
0.52 0.44 -0.37
-0.34 -0.29 0.16
-0.29 0.27 0.14
0.54 -0.21 -0.34
-0.16 -0.05 -0.22
-0.91 -0.52 -0.11
-0.34 0.03 0.00
0.60 -0.99 -0.55
-0.14 -0.39 -0.68
-0.07 0.06 0.01
-0.05 -0.06 -0.17
-1.29 1.37 1.05
0.36 -0.28 0.73
0.53 0.02 -1.10
-0.27 0.61 0.03

Results
Energy relative to the best compared isomer or geometry (same formula, charge and spin) in kcal/mol: 7.1
Charge: -2
Total energy in a.u.: -403.9909
Kohn-Sham gap (alpha / beta) in eV: 2.63 / 7.39
Multiplicity: 2
HOMO level (alpha / beta) in eV: 3.883 / -0.923